(1)
DFT (ωB97M-V with the def2-TZVPD basis set) results for 2 unconnected molecules or ions with the total composition C22H28NO5P in a non-equilibrium geometry.

Results
Gap between HOMO and LUMO = 5.19 eV
E_LUMO = -1.61 eV
HOMO = -6.801 eV
Energy relative to the best compared isomer or geometry (same formula, charge and spin) = 0.000 eV

Structure (ORCA input):
```
! wB97M-V def2-TZVPD RIJCOSX def2/J DEFGRID3
* xyz 0 1
C 4.105 4.871 -0.009
C 2.729 4.294 -0.273
O 2.594 3.023 0.416
P 2.252 1.645 -0.316
C 0.918 0.919 0.555
C -0.372 1.483 0.482
O -1.445 1.018 0.889
O -0.314 2.695 -0.197
C -1.416 2.905 -1.111
C -1.217 2.172 -2.408
O 2.111 1.712 -1.795
O 3.501 0.769 0.209
C 4.085 -0.285 -0.592
C 5.439 -0.654 -0.030
H 4.157 5.888 -0.403
H 4.324 4.892 1.063
H 4.870 4.270 -0.512
H 1.932 4.939 0.115
H 2.572 4.128 -1.348
H 1.091 0.202 1.342
H -2.333 2.568 -0.608
H -1.439 3.989 -1.259
H -1.650 2.756 -3.225
H -0.156 1.989 -2.618
H -1.758 1.221 -2.384
H 3.415 -1.156 -0.575
H 4.177 0.058 -1.635
H 5.749 -1.606 -0.466
H 6.187 0.096 -0.301
H 5.411 -0.740 1.061
C 0.658 -1.802 -0.963
C -0.702 -1.279 -0.949
N -1.616 -1.646 -0.057
C -3.020 -1.534 -0.225
C -3.708 -1.179 -1.368
C -5.095 -1.414 -1.391
C -5.740 -2.009 -0.296
C -5.029 -2.388 0.846
C -3.659 -2.141 0.878
C -2.636 -2.568 1.790
C -1.383 -2.247 1.211
C -0.198 -2.587 1.838
C -0.266 -3.288 3.059
C -1.506 -3.631 3.620
C -2.703 -3.281 2.984
H 1.033 -1.659 -1.987
H 1.313 -1.201 -0.318
H 0.750 -2.858 -0.675
H -1.082 -0.775 -1.836
H -3.163 -0.761 -2.211
H -5.668 -1.142 -2.277
H -6.815 -2.184 -0.346
H -5.486 -2.876 1.706
H 0.753 -2.326 1.390
H 0.660 -3.571 3.561
H -1.528 -4.173 4.566
H -3.684 -3.538 3.383
*
```

Mulliken population analysis, charges in e, atoms 1 to 4: -1.242 -0.219 -0.383 1.136



(2)
DFT (ωB97M-V with the def2-TZVPD basis set) results for a molecular structure, C8H15BIN2O7S in a non-equilibrium geometry.

Results
Gap between HOMO and LUMO = 7.03 eV
E_LUMO = 1.91 eV
HOMO = -5.116 eV
Energy relative to the best compared isomer or geometry (same formula, charge and spin) = 0.256 eV

Structure (ORCA input):
```
! wB97M-V def2-TZVPD RIJCOSX def2/J DEFGRID3
* xyz -1 1
C 4.288 -1.095 0.466
N 3.055 -1.117 -0.341
C 3.337 -1.647 -1.682
B 2.602 0.283 -0.457
O 3.373 1.212 -1.142
C 1.260 0.790 0.184
I 1.933 2.317 1.586
C 0.277 -0.187 0.826
C -1.147 0.322 0.466
C -1.884 -0.617 -0.519
S -3.365 -1.425 0.079
O -4.542 -0.855 -0.521
O -3.164 -2.840 -0.138
N -0.864 1.590 -0.212
C 0.367 1.589 -0.789
O 0.703 2.067 -1.867
H 4.121 -0.576 1.407
H 4.626 -2.111 0.655
H 5.099 -0.573 -0.051
H 4.386 -1.542 -1.966
H 3.075 -2.701 -1.753
H 2.755 -1.119 -2.437
H 3.026 1.395 -2.017
H 0.374 -0.049 1.900
H 0.443 -1.233 0.598
H -1.746 0.526 1.343
H -2.197 -0.069 -1.400
H -1.232 -1.427 -0.831
H -3.416 -1.159 1.406
H -1.618 2.073 -0.674
C -4.566 1.952 1.793
O -3.503 1.383 1.377
O -5.752 1.293 1.405
O -4.691 2.971 2.456
H -5.414 0.578 0.849
*
```

Mulliken population analysis, charges in e, atoms 1 to 4: -1.147 -0.170 -1.035 0.837



(3)
DFT (ωB97M-V with the def2-TZVPD basis set) results for C3H7N2OPS in the gas phase in a non-equilibrium geometry.

Results
Gap between HOMO and LUMO = 9.02 eV
E_LUMO = 0.50 eV
Structure (SMILES) = C=C=CS[P@@](=N)(N)O
HOMO = -8.523 eV
Energy relative to the best compared isomer or geometry (same formula, charge and spin) = 1.643 eV

Structure (ORCA input):
```
! wB97M-V def2-TZVPD RIJCOSX def2/J DEFGRID3
* xyz 0 1
C -0.137 0.636 1.983
C -0.411 1.371 0.904
C -0.548 2.026 -0.170
N 1.113 -0.285 -1.380
N -1.489 -0.588 -0.551
O 0.379 -2.702 -0.552
P 0.003 -1.077 -0.393
S 0.638 -0.948 1.706
H -0.478 0.566 3.039
H 0.164 2.840 -0.548
H -1.392 1.838 -0.712
H 2.175 -0.335 -1.162
H 0.795 0.724 -1.384
H -2.040 -1.282 0.016
H 1.228 -2.783 -0.798
*
```

Mulliken population analysis, charges in e, atoms 1 to 4: -0.553 0.564 -1.043 -0.605



(4)
DFT (ωB97M-V with the def2-TZVPD basis set) results for a molecular structure, C3H6BNO2 in a non-equilibrium geometry.

Results
Gap between HOMO and LUMO = 10.51 eV
E_LUMO = 0.11 eV
HOMO = -10.403 eV
Energy relative to the best compared isomer or geometry (same formula, charge and spin) = 1.132 eV

Structure (ORCA input):
```
! wB97M-V def2-TZVPD RIJCOSX def2/J DEFGRID3
* xyz 0 1
B -0.655 -0.896 -0.007
C 1.602 -0.319 0.423
C 0.317 1.756 -0.296
C 0.382 0.343 0.418
N 2.551 -0.952 0.229
O -0.678 -2.023 0.745
O -1.493 -0.609 -0.986
H 1.411 2.039 -0.466
H -0.473 2.315 0.233
H -0.012 1.735 -1.296
H 0.221 0.614 1.732
H -0.959 -2.861 0.417
H -2.213 -1.143 -1.147
*
```

Mulliken population analysis, charges in e, atoms 1 to 4: 0.487 -0.035 -1.173 0.411



(5)
DFT (ωB97M-V with the def2-TZVPD basis set) results for C26H32N4O2S in the gas phase.

Results
Gap between HOMO and LUMO = 8.36 eV
E_LUMO = 0.32 eV
Structure (SMILES) = Cc1ccc(NC(=O)CSc2nc3ccccc3c(=O)n2CCCN2CCCCC2)cc1C
HOMO = -8.041 eV
Energy relative to the best compared isomer or geometry (same formula, charge and spin) = 0.000 eV

Structure (ORCA input):
```
! wB97M-V def2-TZVPD RIJCOSX def2/J DEFGRID3
* xyz 0 1
C 3.240 -2.253 6.642
C 2.404 -1.434 5.707
C 2.862 -1.142 4.429
C 2.110 -0.387 3.551
C 0.866 0.097 3.945
C 0.397 -0.192 5.221
C 1.153 -0.951 6.101
C 0.620 -1.245 7.470
H 1.290 -0.851 8.235
H -0.361 -0.797 7.603
H 0.537 -2.320 7.627
H -0.568 0.180 5.523
N 0.148 0.868 3.024
C -1.094 1.383 3.132
O -1.841 1.288 4.081
C -1.498 2.166 1.880
H -2.427 2.697 2.083
H -0.715 2.856 1.568
S -1.875 1.098 0.453
C -0.299 0.921 -0.307
N 0.733 1.370 0.325
C 1.967 1.257 -0.258
C 3.093 1.730 0.423
C 4.337 1.610 -0.154
C 4.488 1.025 -1.411
C 3.387 0.560 -2.094
C 2.117 0.668 -1.524
C 0.940 0.178 -2.231
O 0.944 -0.319 -3.336
N -0.265 0.320 -1.523
C -1.472 -0.144 -2.181
C -2.093 0.950 -3.047
H -2.442 1.774 -2.421
H -1.330 1.338 -3.723
C -3.277 0.394 -3.838
N -2.953 -0.840 -4.527
C -4.145 -1.534 -4.980
C -3.783 -2.918 -5.507
C -2.801 -2.794 -6.665
C -1.591 -1.996 -6.197
C -2.028 -0.648 -5.633
H -1.146 -0.122 -5.268
H -2.490 -0.042 -6.435
H -1.070 -2.549 -5.413
H -0.894 -1.833 -7.020
H -2.496 -3.782 -7.015
H -3.283 -2.275 -7.498
H -3.321 -3.490 -4.700
H -4.690 -3.436 -5.822
H -4.828 -1.632 -4.131
H -4.667 -0.964 -5.772
H -4.085 0.172 -3.134
H -3.641 1.173 -4.533
H -1.193 -0.979 -2.828
H -2.181 -0.491 -1.428
H 3.472 0.105 -3.069
H 5.471 0.939 -1.847
H 5.207 1.972 0.374
H 2.967 2.185 1.393
H 0.619 1.037 2.131
H 2.483 -0.173 2.559
H 3.827 -1.512 4.113
H 4.176 -2.540 6.170
H 3.466 -1.691 7.548
H 2.710 -3.157 6.939
*
```

Mulliken population analysis, charges in e, atoms 1 to 4: -1.485 1.110 -1.302 -0.716



Copy entry 2 word for word.
DFT (ωB97M-V with the def2-TZVPD basis set) results for a molecular structure, C8H15BIN2O7S in a non-equilibrium geometry.

Results
Gap between HOMO and LUMO = 7.03 eV
E_LUMO = 1.91 eV
HOMO = -5.116 eV
Energy relative to the best compared isomer or geometry (same formula, charge and spin) = 0.256 eV

Structure (ORCA input):
```
! wB97M-V def2-TZVPD RIJCOSX def2/J DEFGRID3
* xyz -1 1
C 4.288 -1.095 0.466
N 3.055 -1.117 -0.341
C 3.337 -1.647 -1.682
B 2.602 0.283 -0.457
O 3.373 1.212 -1.142
C 1.260 0.790 0.184
I 1.933 2.317 1.586
C 0.277 -0.187 0.826
C -1.147 0.322 0.466
C -1.884 -0.617 -0.519
S -3.365 -1.425 0.079
O -4.542 -0.855 -0.521
O -3.164 -2.840 -0.138
N -0.864 1.590 -0.212
C 0.367 1.589 -0.789
O 0.703 2.067 -1.867
H 4.121 -0.576 1.407
H 4.626 -2.111 0.655
H 5.099 -0.573 -0.051
H 4.386 -1.542 -1.966
H 3.075 -2.701 -1.753
H 2.755 -1.119 -2.437
H 3.026 1.395 -2.017
H 0.374 -0.049 1.900
H 0.443 -1.233 0.598
H -1.746 0.526 1.343
H -2.197 -0.069 -1.400
H -1.232 -1.427 -0.831
H -3.416 -1.159 1.406
H -1.618 2.073 -0.674
C -4.566 1.952 1.793
O -3.503 1.383 1.377
O -5.752 1.293 1.405
O -4.691 2.971 2.456
H -5.414 0.578 0.849
*
```

Mulliken population analysis, charges in e, atoms 1 to 4: -1.147 -0.170 -1.035 0.837